1.
# C30H43Cl5P2Tb

A structure of composition C30H43Cl5P2Tb at a distorted geometry (ωB97M-V/def2-TZVPD, the OMol25 dataset).

The calculation puts the energy at -135415.7483 eV. The calculation puts the largest force on an atom at 3.328 eV/Å. Its spin multiplicity is 7. Its net charge is +1. Its expectation value of S² is 13.0434.

Each line ends with the Löwdin spin population.
Element x y z (Å)
Tb1 -2.193 1.655 -0.538  6.78
C1 -0.431 -2.976 2.091  -0.32
C2 0.953 -3.267 1.836  -0.10
C3 0.831 -1.313 3.047  -0.22
C4 -0.492 -1.794 2.874  -0.01
C5 1.720 -2.250 2.467  -0.12
C6 -1.572 -3.829 1.685  -0.05
H1 -1.369 -4.284 0.697  -0.01
H2 -2.535 -3.284 1.627  0.00
H3 -1.682 -4.636 2.442  -0.02
C7 -1.734 -1.207 3.393  0.01
H4 -2.574 -1.902 3.297  0.00
H5 -1.986 -0.281 2.864  0.00
H6 -1.594 -0.960 4.451  0.00
C8 1.229 -0.085 3.749  -0.04
H7 1.909 -0.326 4.577  -0.01
H8 0.322 0.418 4.131  0.00
H9 1.739 0.609 3.057  -0.01
C9 3.194 -2.126 2.515  -0.02
H10 3.563 -2.700 3.384  -0.01
H11 3.559 -1.087 2.639  0.00
H12 3.633 -2.553 1.605  0.00
C10 1.513 -4.417 1.099  -0.01
H13 1.986 -5.112 1.819  0.00
H14 2.281 -4.092 0.372  0.00
H15 0.709 -4.938 0.563  0.00
C11 -1.704 1.098 -3.299  0.02
C12 -1.752 -0.272 -3.401  0.00
C13 -1.006 -1.051 -4.482  0.00
C14 0.467 -0.710 -4.647  0.00
C15 1.103 0.014 -3.440  0.00
C16 1.358 1.372 -3.319  0.00
C17 0.406 2.397 -3.771  0.00
C18 -0.962 1.947 -4.275  0.00
H16 -1.529 -0.983 -5.453  0.00
H17 0.611 -0.033 -5.506  0.00
H18 -1.150 -2.116 -4.266  0.00
H19 -0.851 1.409 -5.223  0.00
H20 -2.497 1.674 -2.780  0.02
H21 -2.594 -0.852 -2.964  0.00
H22 -1.532 2.886 -4.453  0.00
H23 0.285 3.079 -2.924  0.00
H24 2.425 1.656 -3.201  0.00
H25 0.843 3.033 -4.554  0.00
H26 1.073 -1.629 -4.814  0.00
H27 1.823 -0.683 -2.957  0.00
P1 -0.545 -1.457 -0.258  -0.03
P2 2.516 0.602 0.769  -0.01
C19 -0.032 0.126 -0.915  0.00
C20 0.911 1.111 -0.235  0.01
H28 -0.734 0.655 -1.627  0.01
H29 0.451 -0.191 -1.920  0.00
H30 1.372 1.572 -1.137  0.00
H31 0.411 1.952 0.327  0.01
C21 3.333 2.213 0.461  0.00
H32 4.239 2.160 1.075  0.00
H33 2.714 3.067 0.778  0.00
H34 3.593 2.327 -0.598  0.00
C22 3.131 -0.506 -0.572  0.00
H35 3.260 0.090 -1.485  0.00
H36 2.492 -1.393 -0.716  0.00
H37 4.106 -0.799 -0.165  0.00
C23 -2.436 -1.086 -0.370  0.03
H38 -2.883 -2.065 -0.702  0.00
H39 -2.733 -0.260 -1.220  0.02
H40 -3.021 -0.839 0.530  0.00
C24 -0.194 -2.625 -1.701  0.00
H41 0.524 -3.421 -1.470  0.00
H42 0.188 -2.148 -2.604  0.00
H43 -1.127 -3.108 -1.977  0.00
Cl1 -1.453 1.661 4.623  0.00
C25 -1.887 2.988 3.620  0.00
C26 -2.177 2.865 2.224  0.02
C27 -2.607 4.023 1.621  0.00
Cl2 -3.120 4.018 -0.119  0.03
C28 -2.665 5.308 2.225  0.00
Cl3 -3.081 6.677 1.268  0.00
C29 -2.369 5.429 3.597  0.00
Cl4 -2.434 6.941 4.410  0.00
C30 -1.962 4.245 4.288  0.00
Cl5 -1.580 4.373 5.957  0.00

2.
# C5H4N2O

The molecule C5H4N2O at a distorted geometry (ωB97M-V/def2-TZVPD, the OMol25 dataset).

Its SMILES is N#Cc1cocc1N. The calculation puts the largest force on an atom at 12.601 eV/Å. The value obtained for the energy above the lowest of the compared OMol25 structures with the same formula, charge and spin is 118.0 kcal/mol.

Each line ends with the natural charge from an NBO analysis.
Element x y z (Å)
N1 -0.568 0.713 -2.979  -0.30
C1 -0.022 0.015 -1.991  0.29
C2 0.457 -0.173 -0.608  -0.26
C3 1.717 -0.354 -0.058  0.14
O1 1.638 -0.028 1.299  -0.38
C4 0.416 -0.006 1.675  0.05
C5 -0.391 -0.160 0.490  0.08
N2 -1.698 -0.085 -0.016  -0.81
H1 2.508 -0.439 -0.688  0.21
H2 0.189 -0.545 2.758  0.22
H3 -2.491 0.095 0.774  0.38
H4 -1.755 0.967 -0.656  0.39

3.
# C30H32BiClN3SSi2

A structure of composition C30H32BiClN3SSi2 at a distorted geometry (ωB97M-V/def2-TZVPD, the OMol25 dataset).

The calculation puts the largest force on an atom at 2.441 eV/Å. The value obtained for the energy above the lowest of the compared OMol25 structures with the same formula, charge and spin is 0.0 kcal/mol. Its net charge is +1.

Each line ends with the natural charge from an NBO analysis.
Element x y z (Å)
C1 -1.798 -0.513 4.853  -0.27
C2 -2.649 -0.240 3.765  -0.30
C3 -2.572 -1.312 2.832  -0.31
H1 -3.321 0.622 3.688  0.23
C4 -1.648 -2.305 3.367  -0.40
C5 -1.127 -1.756 4.623  -0.38
H2 -0.538 -2.334 5.341  0.23
H3 -1.721 0.062 5.783  0.22
H4 -3.233 -1.484 1.979  0.24
H5 -1.537 -3.334 3.020  0.25
Bi1 0.075 -0.759 2.549  0.58
Si1 2.948 2.356 -0.115  1.20
C6 1.283 3.160 -0.293  -0.55
C7 1.105 4.285 -1.110  -0.17
H6 1.974 4.757 -1.578  0.22
C8 -0.174 4.758 -1.388  -0.21
H7 -0.309 5.605 -2.065  0.23
C9 -1.299 4.141 -0.840  -0.16
H8 -2.297 4.490 -1.091  0.23
C10 -1.128 3.048 0.009  -0.23
H9 -1.993 2.537 0.424  0.23
C11 0.151 2.590 0.307  -0.12
H10 0.264 1.740 0.985  0.21
C12 -0.395 -1.102 -0.601  -0.73
C13 -1.771 -1.213 -0.832  -0.12
H11 -2.344 -0.364 -1.204  0.21
C14 -2.379 -2.441 -0.604  -0.24
H12 -3.434 -2.566 -0.872  0.23
C15 -1.660 -3.506 -0.059  -0.21
H13 -2.137 -4.479 0.050  0.23
C16 -0.355 -3.337 0.388  -0.19
H14 0.187 -4.145 0.889  0.23
C17 0.287 -2.106 0.181  -0.30
H15 1.360 -1.999 0.398  0.25
H16 3.037 1.981 1.316  -0.13
Si2 0.621 -0.367 -1.880  1.91
C18 0.917 -1.712 -3.156  -0.61
C19 0.218 -1.666 -4.384  -0.11
H17 -0.329 -0.761 -4.677  0.22
C20 0.187 -2.776 -5.240  -0.23
H18 -0.358 -2.721 -6.188  0.23
C21 0.869 -3.949 -4.883  -0.18
H19 0.844 -4.818 -5.543  0.23
C22 1.583 -4.001 -3.679  -0.21
H20 2.120 -4.912 -3.393  0.23
C23 1.622 -2.889 -2.832  -0.17
H21 2.182 -2.951 -1.896  0.21
C24 0.141 1.121 -2.906  -0.61
C25 -1.210 1.460 -3.075  -0.18
H22 -1.981 0.884 -2.561  0.21
C26 -1.599 2.522 -3.895  -0.20
H23 -2.661 2.789 -3.969  0.23
C27 -0.639 3.240 -4.609  -0.19
H24 -0.934 4.096 -5.216  0.23
C28 0.712 2.881 -4.514  -0.23
H25 1.468 3.422 -5.085  0.23
C29 1.088 1.814 -3.692  -0.13
H26 2.134 1.508 -3.673  0.21
H27 4.037 3.087 -0.689  -0.13
Cl1 2.779 0.338 -1.080  -0.29
N1 2.031 -1.265 4.648  -0.64
N2 1.906 -0.590 5.920  -0.46
C30 1.168 0.555 5.861  0.30
N3 0.856 1.066 7.074  -0.79
S1 0.790 1.290 4.363  -0.20
H28 2.809 -0.793 4.169  0.38
H29 2.333 -2.225 4.838  0.38
H30 1.691 -1.217 6.702  0.39
H31 0.405 1.962 7.138  0.43
H32 1.346 0.738 7.908  0.40